119
Properties=species:S:1:pos:R:3:mulliken_charge:R:1 method="wB97M-V/def2-TZVPD" total_energy_ev=-89413.61015 homo_ev=-10.380 fmax_ev_per_a=5.58 relative_energy_kcal_mol=140.55 smiles="CCOC(=O)C(F)(F)F.CCOC(=O)OC.CCOC(=O)OC.CCOC(=O)OC.CCOC(=O)OC.CCOC(=O)OC.CCOC(=O)OC.CCOC(=O)OC" lumo_ev=0.262
C 1.062 2.180 -3.033 -1.160
C 1.705 2.161 -1.630 -0.228
O 1.686 0.828 -1.115 -0.227
C 2.400 0.472 -0.015 0.315
O 3.113 1.307 0.511 -0.535
C 2.388 -0.955 0.411 0.894
F 1.632 -1.059 1.536 -0.227
F 1.778 -1.700 -0.584 -0.232
F 3.674 -1.292 0.608 -0.213
H 1.603 1.444 -3.629 0.321
H 1.216 3.078 -3.631 0.376
H 0.023 1.864 -3.126 0.314
H 1.172 2.795 -0.922 0.297
H 2.649 2.691 -1.763 0.302
C 8.686 -9.734 6.153 -1.077
C 7.437 -10.531 6.656 -0.223
O 6.335 -9.670 6.725 -0.306
C 5.336 -9.585 5.801 0.767
O 5.126 -10.356 4.811 -0.605
O 4.609 -8.452 6.052 -0.302
C 3.516 -8.051 5.245 -0.671
H 8.835 -9.645 5.076 0.297
H 9.567 -10.354 6.325 0.376
H 8.783 -8.774 6.659 0.300
H 7.632 -10.940 7.647 0.288
H 7.152 -11.262 5.900 0.301
H 2.745 -7.742 5.951 0.266
H 3.053 -8.861 4.682 0.330
H 3.755 -7.252 4.543 0.261
C -4.785 2.530 -6.947 -1.137
C -6.208 2.111 -6.548 -0.196
O -6.405 0.819 -6.074 -0.261
C -6.595 0.547 -4.772 0.666
O -6.255 1.187 -3.807 -0.552
O -7.181 -0.720 -4.689 -0.310
C -7.559 -1.437 -3.536 -0.617
H -4.707 3.520 -7.396 0.374
H -4.273 1.815 -7.591 0.304
H -4.225 2.742 -6.036 0.293
H -6.853 2.176 -7.424 0.305
H -6.500 2.917 -5.875 0.318
H -7.728 -2.495 -3.735 0.242
H -8.455 -1.104 -3.013 0.283
H -6.779 -1.313 -2.785 0.289
C -4.873 7.808 -2.728 -1.043
C -4.500 8.573 -1.379 -0.203
O -3.495 9.521 -1.611 -0.314
C -2.172 9.235 -1.761 0.697
O -1.733 8.103 -1.687 -0.547
O -1.474 10.424 -1.846 -0.297
C -0.106 10.415 -2.311 -0.633
H -5.338 8.436 -3.488 0.300
H -5.653 7.071 -2.538 0.349
H -4.039 7.285 -3.197 0.306
H -4.201 7.948 -0.538 0.338
H -5.391 9.141 -1.114 0.222
H -0.036 9.679 -3.112 0.303
H 0.646 10.222 -1.547 0.269
H 0.137 11.366 -2.785 0.252
C -4.100 -0.744 1.922 -1.189
C -5.217 0.172 2.501 -0.176
O -4.992 0.320 3.894 -0.269
C -5.730 -0.452 4.700 0.694
O -6.677 -1.120 4.462 -0.534
O -5.310 -0.106 5.910 -0.315
C -5.995 -0.535 7.044 -0.632
H -3.601 -0.386 1.021 0.315
H -4.514 -1.744 1.793 0.361
H -3.305 -1.054 2.601 0.355
H -6.150 -0.169 2.052 0.308
H -5.020 1.167 2.103 0.287
H -5.456 -0.140 7.906 0.209
H -5.989 -1.624 7.079 0.295
H -7.036 -0.217 6.991 0.293
C -6.143 7.331 8.399 -1.041
C -6.397 6.476 7.116 -0.213
O -5.224 5.848 6.572 -0.290
C -4.574 6.294 5.490 0.764
O -4.876 7.346 4.872 -0.613
O -3.619 5.471 5.197 -0.313
C -2.574 5.691 4.231 -0.607
H -5.363 8.090 8.352 0.296
H -5.769 6.522 9.027 0.258
H -6.910 7.838 8.985 0.358
H -6.886 7.138 6.401 0.312
H -7.030 5.642 7.416 0.273
H -2.095 6.667 4.310 0.285
H -3.164 5.536 3.328 0.276
H -1.824 4.910 4.107 0.256
C 7.210 -7.880 0.571 -1.256
C 6.537 -7.227 -0.635 -0.095
O 5.316 -7.837 -0.748 -0.264
C 4.886 -8.190 -1.929 0.828
O 5.525 -8.222 -2.993 -0.616
O 3.691 -8.670 -1.757 -0.327
C 3.072 -9.316 -2.903 -0.665
H 8.140 -7.359 0.800 0.389
H 7.404 -8.950 0.495 0.326
H 6.686 -7.801 1.524 0.290
H 7.263 -7.551 -1.380 0.247
H 6.509 -6.143 -0.522 0.295
H 1.996 -9.276 -2.735 0.247
H 3.254 -10.379 -3.064 0.288
H 3.336 -8.820 -3.837 0.313
C 5.615 -1.826 -6.342 -1.066
C 6.768 -0.773 -6.294 -0.221
O 6.339 0.529 -5.764 -0.295
C 6.234 1.575 -6.614 0.696
O 6.423 1.634 -7.815 -0.554
O 5.788 2.653 -5.841 -0.288
C 5.264 3.849 -6.382 -0.707
H 5.031 -1.791 -5.422 0.300
H 6.093 -2.788 -6.526 0.354
H 4.930 -1.612 -7.163 0.290
H 7.078 -0.609 -7.326 0.306
H 7.514 -1.188 -5.616 0.302
H 5.003 4.507 -5.553 0.268
H 4.552 3.820 -7.207 0.301
H 6.150 4.349 -6.774 0.314

***

148
Properties=species:S:1:pos:R:3:mulliken_charge:R:1 method="wB97M-V/def2-TZVPD" total_energy_ev=-153145.54961 homo_ev=-4.805 fmax_ev_per_a=8.49 total_charge=-1 lumo_ev=1.544
C 2.455 -2.403 0.185 -0.462
C 3.277 -2.348 -1.089 -1.060
O 4.145 -1.254 -1.195 -0.406
C 3.528 -0.014 -0.951 -0.564
C 2.377 0.295 -1.889 0.553
O 1.921 1.592 -1.723 -0.469
C 0.909 1.708 -0.700 -0.784
B -0.678 1.643 -1.246 -0.177
C -1.092 0.013 -1.087 -0.227
C -1.612 -0.667 -2.339 0.963
C -1.684 -2.177 -2.057 -1.477
I -3.344 -3.064 -3.148 -0.146
C -1.512 2.603 -0.229 -1.140
C -3.001 2.613 -0.418 -0.664
O -3.490 1.482 -1.153 0.058
C -4.852 1.408 -1.284 -1.186
C -5.231 0.126 -0.545 0.712
F -4.659 -0.916 -1.063 -0.103
F -4.727 0.262 0.657 -0.370
C -6.730 -0.116 -0.351 0.766
F -6.876 -0.829 0.732 -0.359
F -7.309 1.010 -0.123 -0.338
C -7.398 -0.888 -1.488 0.537
F -7.270 -2.134 -1.316 -0.291
F -8.696 -0.626 -1.418 -0.296
C -6.954 -0.528 -2.879 0.135
F -7.314 0.695 -3.164 -0.259
F -7.584 -1.327 -3.703 -0.331
C -0.569 2.199 -2.804 -0.940
C -1.804 2.636 -3.495 0.590
O -2.235 3.655 -3.337 -0.453
Cl -2.696 1.616 -4.707 -0.295
H 3.097 -2.154 0.991 0.024
H 1.950 -3.334 0.334 0.546
H 1.712 -1.624 0.175 0.266
H 2.602 -2.390 -1.934 0.328
H 3.841 -3.258 -1.145 0.578
H 3.263 0.147 0.082 0.200
H 4.271 0.729 -1.180 0.498
H 2.801 0.242 -2.883 -0.011
H 1.602 -0.457 -1.860 -0.174
H 1.045 2.703 -0.284 0.424
H 1.073 1.027 0.131 0.119
H -1.911 -0.026 -0.378 0.526
H -0.296 -0.564 -0.636 -0.066
H -0.978 -0.566 -3.200 0.347
H -2.625 -0.352 -2.496 -0.863
H -1.798 -2.391 -1.017 0.527
H -0.796 -2.642 -2.441 0.688
H -1.139 3.609 -0.347 0.413
H -1.291 2.357 0.798 0.272
H -3.340 3.527 -0.889 0.326
H -3.495 2.612 0.551 0.383
H -5.343 2.263 -0.851 0.530
H -5.061 1.343 -2.341 0.298
H -5.899 -0.649 -3.045 0.301
H -0.042 1.527 -3.462 0.465
H 0.027 3.091 -2.763 0.601
C -0.055 -5.534 3.095 -0.381
C -0.678 -4.638 4.144 -0.416
O 0.293 -3.595 4.275 -0.300
C 1.017 -3.545 3.112 0.498
O 1.779 -2.692 2.828 -0.332
O 0.729 -4.618 2.330 -0.318
H -0.792 -6.028 2.468 0.327
H 0.607 -6.288 3.528 0.263
H -1.622 -4.202 3.814 0.264
H -0.833 -5.143 5.095 0.324
C 5.345 -0.243 3.137 -0.265
C 6.800 -0.590 3.294 -0.214
O 6.950 -1.718 2.418 -0.250
C 5.952 -1.645 1.478 0.421
O 5.894 -2.333 0.518 -0.497
O 5.057 -0.688 1.805 -0.144
H 5.156 0.820 3.241 0.492
H 4.710 -0.787 3.833 0.082
H 7.457 0.207 2.955 -0.209
H 7.059 -0.851 4.319 0.457
C -7.151 1.282 -6.326 -0.182
C -5.681 0.961 -6.155 0.473
O -5.521 -0.194 -6.989 -0.276
C -6.503 -0.178 -7.922 0.588
O -6.556 -0.900 -8.860 -0.549
O -7.425 0.783 -7.640 -0.367
H -7.361 2.347 -6.265 0.331
H -7.785 0.756 -5.611 0.183
H -5.034 1.757 -6.524 0.354
H -5.410 0.738 -5.128 -0.532
C 5.921 -0.346 -6.339 -0.364
C 4.817 0.676 -6.167 -0.279
O 3.668 -0.145 -5.962 -0.290
C 4.088 -1.349 -5.487 0.722
O 3.374 -2.184 -5.058 -0.509
O 5.445 -1.450 -5.571 -0.342
H 6.881 0.000 -5.964 0.289
H 6.039 -0.663 -7.378 0.261
H 4.961 1.305 -5.286 0.245
H 4.687 1.312 -7.039 0.295
C -11.794 1.484 -0.309 -0.338
C -10.331 1.676 0.018 0.183
O -10.321 2.967 0.639 -0.319
C -11.562 3.203 1.137 0.573
O -11.841 4.105 1.851 -0.524
O -12.442 2.260 0.705 -0.344
H -12.106 0.444 -0.260 0.300
H -12.062 1.887 -1.288 0.284
H -9.961 0.939 0.731 0.134
H -9.696 1.664 -0.862 0.046
C 2.036 -1.749 6.790 -0.003
C 1.387 -0.385 6.875 -0.337
O 2.518 0.495 6.871 -0.358
C 3.549 -0.157 6.280 0.723
O 4.574 0.346 5.962 -0.523
O 3.251 -1.466 6.091 -0.299
H 1.436 -2.471 6.244 0.035
H 2.282 -2.158 7.773 0.242
H 0.765 -0.164 6.006 0.279
H 0.796 -0.252 7.777 0.309
C -4.593 3.904 3.755 -0.187
C -5.397 5.186 3.769 -0.324
O -4.379 6.187 3.713 -0.348
C -3.269 5.628 3.150 0.645
O -2.314 6.234 2.811 -0.501
O -3.418 4.280 3.036 -0.284
H -5.107 3.088 3.253 0.195
H -4.304 3.580 4.757 0.242
H -6.041 5.286 2.893 0.261
H -6.001 5.298 4.666 0.305
C 9.185 1.190 -0.530 -0.363
C 9.826 2.428 0.062 -0.347
O 8.732 3.042 0.751 -0.366
C 7.821 2.073 1.033 0.600
O 6.881 2.210 1.738 -0.452
O 8.135 0.916 0.397 -0.224
H 9.869 0.349 -0.599 0.299
H 8.748 1.373 -1.513 0.263
H 10.608 2.189 0.785 0.256
H 10.232 3.098 -0.691 0.307
C 8.752 -3.653 3.622 -0.038
C 9.186 -5.080 3.871 -0.342
O 10.612 -4.960 3.949 -0.338
C 10.906 -3.681 4.304 0.622
O 11.986 -3.303 4.613 -0.541
O 9.799 -2.901 4.256 -0.306
H 7.788 -3.422 4.061 0.236
H 8.726 -3.400 2.565 0.179
H 8.814 -5.474 4.819 0.246
H 8.897 -5.755 3.070 0.320

***

18
Properties=species:S:1:pos:R:3:nbo_charge:R:1 method="wB97M-V/def2-TZVPD" total_energy_ev=-11846.27976 homo_ev=-8.599 fmax_ev_per_a=3.90 relative_energy_kcal_mol=72.14 smiles="CC1=N[C@@H](O)N(C)N=C1" lumo_ev=0.553
C -2.918 -0.203 -0.035 -0.655
C -1.419 -0.102 0.099 0.218
N -0.706 -1.042 0.651 -0.447
C 0.793 -0.965 0.462 0.342
O 1.162 -1.974 -0.456 -0.686
N 1.250 0.379 0.090 -0.257
C 2.609 0.668 0.201 -0.428
N 0.449 1.301 -0.400 -0.152
C -0.819 1.061 -0.439 -0.138
H -3.195 -0.016 -1.128 0.233
H -3.462 0.573 0.647 0.231
H -3.101 -1.180 0.359 0.241
H 1.381 -1.213 1.326 0.168
H 0.654 -1.699 -1.203 0.460
H 2.727 1.747 -0.175 0.237
H 2.883 0.676 1.358 0.209
H 3.155 -0.028 -0.560 0.221
H -1.444 2.014 -0.796 0.203

***

Please write out number 3 again, unchanged.
18
Properties=species:S:1:pos:R:3:nbo_charge:R:1 method="wB97M-V/def2-TZVPD" total_energy_ev=-11846.27976 homo_ev=-8.599 fmax_ev_per_a=3.90 relative_energy_kcal_mol=72.14 smiles="CC1=N[C@@H](O)N(C)N=C1" lumo_ev=0.553
C -2.918 -0.203 -0.035 -0.655
C -1.419 -0.102 0.099 0.218
N -0.706 -1.042 0.651 -0.447
C 0.793 -0.965 0.462 0.342
O 1.162 -1.974 -0.456 -0.686
N 1.250 0.379 0.090 -0.257
C 2.609 0.668 0.201 -0.428
N 0.449 1.301 -0.400 -0.152
C -0.819 1.061 -0.439 -0.138
H -3.195 -0.016 -1.128 0.233
H -3.462 0.573 0.647 0.231
H -3.101 -1.180 0.359 0.241
H 1.381 -1.213 1.326 0.168
H 0.654 -1.699 -1.203 0.460
H 2.727 1.747 -0.175 0.237
H 2.883 0.676 1.358 0.209
H 3.155 -0.028 -0.560 0.221
H -1.444 2.014 -0.796 0.203